# 1
The following is a quantum chemistry calculation of a molecular structure, C21H21FeO8P3, from OMol25.

Geometry as XYZ:
```
54
Properties=species:S:1:pos:R:3:forces:R:3:mulliken_spin:R:1
Fe 1.3043 0.9064 -0.7351 0.0877 0.4235 -0.0882 3.354
O 1.9290 1.3643 -2.6438 -0.0797 0.0233 -0.0338 0.136
C 1.0299 0.5118 -2.6085 0.1635 -0.2525 -0.0165 0.104
C 0.0465 -0.1846 -3.3101 -0.0886 0.0309 -0.0437 0.014
C -0.0080 -0.3974 -4.7134 0.0210 0.0052 0.0044 0.214
C -0.9599 -1.2518 -5.2182 -0.0176 -0.0227 -0.0023 -0.097
C -1.8813 -1.9118 -4.3904 0.0235 0.0203 0.0037 0.238
C -1.8508 -1.6899 -3.0150 -0.0101 -0.0309 -0.0193 -0.133
C -0.9129 -0.8334 -2.4798 0.0235 0.0675 -0.0252 0.169
P -0.6907 -0.3238 -0.7701 -0.0094 -0.1763 0.1142 -0.083
C -0.8400 -1.8250 0.2404 -0.1791 0.0235 0.0057 0.001
C 0.3099 -2.5702 0.4847 0.0627 0.0041 -0.0039 -0.003
C 0.2305 -3.7585 1.1958 0.0096 0.0019 -0.0019 -0.003
C -0.9949 -4.2063 1.6664 -0.0319 0.0120 -0.0080 0.000
C -2.1457 -3.4665 1.4252 0.0237 -0.0184 0.0060 0.001
C -2.0707 -2.2785 0.7148 0.0357 0.0065 0.0147 -0.001
C -2.1474 0.6766 -0.3396 0.0216 0.0216 -0.0332 -0.006
C -3.0755 1.0657 -1.3001 -0.0167 -0.0135 -0.0008 -0.005
C -4.1451 1.8784 -0.9465 0.0036 -0.0016 0.0039 -0.002
C -4.2918 2.3035 0.3642 -0.0033 0.0049 0.0083 0.004
C -3.3627 1.9238 1.3254 -0.0189 0.0032 -0.0047 -0.003
C -2.2914 1.1206 0.9756 0.0161 -0.0180 -0.0039 0.001
H 0.7032 0.0946 -5.3626 -0.0044 0.0027 -0.0050 0.016
H -0.9989 -1.4232 -6.2869 0.0073 0.0075 -0.0043 -0.004
H -2.6111 -2.5836 -4.8195 -0.0062 -0.0063 0.0024 0.017
H -2.5641 -2.1867 -2.3664 0.0019 0.0029 0.0031 -0.002
H 1.2679 -2.2124 0.1241 -0.0182 -0.0037 0.0068 0.015
H 1.1286 -4.3302 1.3895 0.0041 0.0007 -0.0025 0.000
H -1.0546 -5.1312 2.2253 -0.0010 -0.0019 0.0030 0.000
H -3.1025 -3.8145 1.7923 -0.0009 -0.0021 0.0029 0.000
H -2.9678 -1.6985 0.5363 0.0000 0.0040 -0.0002 0.000
H -2.9629 0.7310 -2.3235 -0.0188 0.0166 0.0025 0.002
H -4.8643 2.1770 -1.6979 0.0013 -0.0025 -0.0089 0.000
H -5.1269 2.9350 0.6385 -0.0022 0.0024 0.0022 0.000
H -3.4690 2.2626 2.3477 0.0007 0.0004 0.0050 0.000
H -1.5540 0.8488 1.7196 -0.0025 0.0106 0.0049 -0.001
C 3.7061 1.9783 3.5065 0.0029 0.0242 -0.0068 0.000
C 3.4626 1.7210 2.0304 -0.1013 -0.0202 -0.0453 0.006
O 4.6267 2.0693 1.2886 0.0477 -0.0050 -0.0053 0.000
P 3.1277 -0.0436 1.6834 0.0845 -0.0561 -0.0527 0.005
O 2.0338 -0.5441 2.7017 0.0000 0.0104 -0.0124 0.001
O 4.3808 -0.8779 2.1724 -0.1017 -0.0089 0.0828 -0.001
O 2.8259 -0.2587 0.2369 -0.0251 -0.0019 0.0438 0.015
P 1.9914 2.5745 1.3156 0.1332 0.0727 0.0401 -0.017
O 1.7591 3.9062 2.1627 -0.0215 -0.0795 0.0403 0.000
O 2.3435 2.8584 -0.1165 -0.0256 -0.0201 0.0424 0.019
O 0.8330 1.6164 1.4747 -0.0969 -0.1497 0.0571 0.027
H 4.5540 1.3881 3.8543 0.0005 0.0014 0.0022 0.000
H 2.8305 1.7207 4.1015 -0.0012 -0.0017 0.0051 -0.001
H 3.9274 3.0349 3.6483 0.0029 -0.0024 0.0070 0.000
H 4.3257 2.3340 0.4027 0.0006 -0.0068 0.0104 -0.001
H 1.2348 0.0025 2.5470 0.0004 -0.0128 0.0152 0.001
H 5.0826 -0.8939 1.5121 0.0805 0.0171 -0.0600 -0.001
H 1.9494 4.6918 1.6393 0.0218 0.0937 -0.0512 0.001
```
Positions in Å, forces in eV/Å.

<S²>: 6.18
highest occupied orbital energy (spin up / spin down): -5.89 / -8.26 eV
spin multiplicity: 5
orbital gap (spin up / spin down): 6.24 / 8.50 eV
total energy: -100757.086 eV

# 2
The following is a quantum chemistry calculation of C4H9BO in the gas phase, from OMol25.

Geometry as XYZ:
```
15
Properties=species:S:1:pos:R:3:forces:R:3:mulliken_spin:R:1
B 0.7740 0.1877 -0.0554 1.2318 -0.7033 -0.0779 0.883
C -0.1703 -1.0814 -0.1135 -0.6004 -0.4131 -0.9246 0.111
C -1.5808 -0.4910 0.0697 0.2466 0.3941 -0.1031 0.026
C -1.4261 1.0428 -0.0136 0.3969 -0.8495 0.8328 -0.007
C 2.3360 0.2488 0.0359 0.0080 -0.3893 0.7848 0.012
O -0.0608 1.3844 -0.0340 -1.9513 1.5773 -0.5930 0.638
H -0.0783 -1.5972 -1.0725 -0.2908 -0.3737 -0.0602 0.043
H 0.0548 -1.8235 0.6529 0.3050 -0.0259 0.2718 0.053
H -2.2785 -0.8459 -0.6866 -0.0896 0.0221 0.0229 -0.001
H -1.9775 -0.7602 1.0480 0.0158 -0.0739 0.0478 0.023
H -1.8977 1.4507 -0.9150 0.2239 0.2160 -0.0411 0.054
H -1.8813 1.5330 0.8562 -0.0545 0.4182 -0.1264 0.047
H 2.7985 -0.5000 -0.6022 0.0594 -0.1364 -0.1266 0.029
H 2.6448 0.0335 1.0584 0.5783 -0.0153 0.2130 0.067
H 2.7432 1.2184 -0.2284 -0.0790 0.3527 -0.1201 0.023
```
Positions in Å, forces in eV/Å.

<S²>: 2.01
highest occupied orbital energy (spin up / spin down): -3.89 / -10.08 eV
spin multiplicity: 3
orbital gap (spin up / spin down): 4.58 / 5.88 eV
total energy: -7012.457 eV

# 3
The following is a quantum chemistry calculation of C5H5NO in the gas phase, from OMol25.

Geometry as XYZ:
```
12
Properties=species:S:1:pos:R:3:forces:R:3:lowdin_charge:R:1
O -2.6538 0.3177 -0.1414 -0.4781 -1.0771 1.2692 0.029
C -1.5867 -0.5077 -0.0205 -2.0971 -2.8509 -0.0163 -0.148
C -0.3317 -0.1780 0.0194 3.1596 1.6853 -0.4691 -0.313
C 0.4252 1.1241 -0.0276 -0.3980 -1.2487 0.1792 -0.012
C 1.7440 0.7875 -0.0265 -1.3709 -0.7744 0.1574 -0.052
C 1.7636 -0.7191 -0.0706 -0.1355 0.9869 -0.0879 -0.147
N 0.5906 -1.2528 -0.0168 0.3828 0.3970 -0.0485 0.061
H -3.3238 -0.1397 0.4265 0.2601 0.9104 -0.9661 0.128
H -1.7434 -1.6720 0.0330 -0.1490 2.3702 -0.1146 0.167
H -0.0616 2.0978 -0.0447 0.3390 -0.2550 0.1442 0.104
H 2.5518 1.4891 0.1073 0.2480 -0.2040 -0.3432 0.086
H 2.6259 -1.3470 -0.2381 0.2392 0.0604 0.2956 0.096
```
Positions in Å, forces in eV/Å.

SMILES: O/C=C1\C=CC=N1
highest occupied orbital energy: -9.19 eV
spin multiplicity: 1
orbital gap: 9.47 eV
total energy: -8801.758 eV

# 4
The following is a quantum chemistry calculation of 3 unconnected molecules or ions with the total composition C4H8N3O4, from OMol25.

Geometry as XYZ:
```
19
Properties=species:S:1:pos:R:3:forces:R:3:lowdin_charge:R:1
C -3.2963 0.9192 0.0946 -0.3367 0.5386 0.0007 -0.512
C 1.1895 1.9091 0.3659 2.9461 -1.9660 -1.2369 -0.035
C 1.1624 0.3620 0.1728 0.9564 0.8282 0.5450 -0.404
C -0.2344 0.1089 -0.0276 -0.7782 -0.9548 -1.1952 -0.030
N -1.0916 -0.1400 -0.7615 2.0807 0.7951 1.5677 -0.049
N 1.9689 -0.2118 -0.8898 0.4905 1.4810 -2.6802 -0.208
N 0.0463 -2.2867 0.8103 -0.8321 -2.5955 0.9710 -0.058
O -2.4807 1.6111 0.5685 0.0484 0.1166 0.2787 0.149
O 1.7793 -1.5827 -0.9788 0.0997 0.2349 -0.1546 -0.386
O -4.3245 0.4486 -0.1854 -0.7960 -0.1205 0.1652 0.148
O -2.2042 -0.1723 -1.2121 -2.3547 -0.7783 -1.7533 -0.033
H 0.5549 2.1402 1.1322 -1.3723 0.8009 2.2231 0.041
H 2.2193 2.2089 0.5088 0.3081 0.1284 0.6558 0.071
H 0.9114 2.4655 -0.4774 -0.8480 0.3949 -1.5543 0.058
H 1.5150 -0.1711 1.0827 -0.3474 0.5292 -0.3454 0.146
H 1.7460 0.2200 -1.9018 0.0877 -0.7757 2.8409 0.141
H 0.3472 -3.1040 1.4577 0.0142 1.9442 -1.5542 0.025
H 0.7664 -1.9309 0.0887 0.6137 -1.0618 0.6468 -0.065
H -0.5752 -2.7941 0.1522 0.0201 0.4607 0.5792 0.001
```
Positions in Å, forces in eV/Å.

total charge: -1
highest occupied orbital energy (spin up / spin down): -2.80 / -2.80 eV
spin multiplicity: 1
orbital gap (spin up / spin down): 6.23 / 6.23 eV
total energy: -16933.751 eV

# 5
The following is a quantum chemistry calculation of a molecular structure, CH2INO2S, from OMol25.

Geometry as XYZ:
```
8
Properties=species:S:1:pos:R:3:forces:R:3:mulliken_spin:R:1
C -1.0717 -0.5681 -1.2936 -0.6329 2.6007 4.9113 0.009
N 1.2977 0.3044 1.8050 0.9428 4.0508 1.8666 0.747
O 1.0569 -0.7527 1.5204 -1.3572 -5.3455 -0.7204 0.584
O -1.1588 0.7832 0.8903 -0.3794 0.4271 0.6066 0.004
S -0.6667 0.8027 -0.4779 -1.4267 -1.4163 -1.5216 0.000
I 2.4502 1.4308 0.3291 1.3240 1.1802 -0.7280 0.657
H -0.5091 -0.6308 -2.0957 2.1204 -0.7427 -4.3934 0.002
H -1.3986 -1.3695 -0.6777 -0.5910 -0.7542 -0.0212 -0.001
```
Positions in Å, forces in eV/Å.

<S²>: 2.01
highest occupied orbital energy (spin up / spin down): -8.25 / -9.75 eV
spin multiplicity: 3
orbital gap (spin up / spin down): 7.81 / 6.98 eV
total energy: -25584.468 eV

# 6
The following is a quantum chemistry calculation of a molecular structure, C28H21ClN6OPSTi, from OMol25.

Geometry as XYZ:
```
60
Properties=species:S:1:pos:R:3:forces:R:3:mulliken_spin:R:1
Ti -0.8685 -0.2089 -0.0628 -0.2403 -0.2513 -0.5286 1.915
N -2.4854 3.2072 2.2823 -0.0843 0.0082 -0.0807 -0.002
C -2.1020 1.9770 1.7881 0.1866 -0.0407 0.0042 0.009
S -2.7260 1.5117 0.2165 0.1532 0.1291 0.0093 -0.009
N -1.3296 1.2662 2.5519 -0.0409 0.0501 0.1680 0.022
N -1.0858 0.0049 2.0131 0.0390 0.0865 0.1276 -0.015
C -0.9927 -0.9663 2.8447 0.1577 -0.1001 0.0213 -0.010
C -0.9624 -2.3626 2.4585 -0.0686 0.0388 -0.1008 0.048
C -0.6484 -3.3026 3.4528 0.0035 0.0009 -0.0023 0.013
C -0.7111 -4.6577 3.2275 -0.0083 0.0011 -0.0382 -0.004
C -1.1362 -5.1037 1.9694 0.0133 0.0684 0.0613 0.011
C -1.4728 -4.2107 0.9815 0.0483 -0.1709 -0.0837 -0.003
C -1.3781 -2.8136 1.1662 0.0114 0.0464 0.1901 -0.021
O -1.6947 -2.0201 0.1850 0.1366 0.0593 0.0087 0.013
H -2.6894 3.8889 1.5688 0.0120 -0.0025 0.0010 0.003
H -1.8888 3.5448 3.0226 -0.0058 -0.0061 0.0116 -0.001
H -0.9632 -0.7404 3.9110 -0.1542 0.0692 0.0086 0.006
H -0.3459 -2.9235 4.4238 0.0006 -0.0404 0.0164 0.000
H -0.4412 -5.3652 3.9998 0.0039 0.0186 0.0203 0.000
H -1.1996 -6.1671 1.7699 -0.0001 -0.0047 -0.0064 0.001
H -1.7970 -4.5554 0.0073 0.0035 0.0221 0.0003 0.001
Cl 2.3919 -0.0886 1.4252 0.1116 -0.1131 0.0952 0.012
C 3.2271 1.2737 0.7648 -0.2514 0.0936 -0.1154 -0.023
C 4.5767 1.4120 1.0636 0.0777 0.0538 -0.0025 -0.001
C 5.2657 2.5256 0.6174 0.0038 -0.0481 0.0265 0.000
C 4.6074 3.5077 -0.1116 -0.0204 0.0143 -0.0116 0.000
C 3.2658 3.3515 -0.4090 0.0063 0.0338 -0.0108 -0.001
C 2.5489 2.2239 -0.0025 0.1177 -0.1882 0.0636 -0.014
P 0.7677 2.0513 -0.4283 -0.2295 -0.0039 -0.0230 -0.008
C 0.7574 2.2254 -2.2570 0.1001 0.0657 0.0294 -0.079
C -0.4919 2.1898 -2.8811 -0.0277 0.0216 0.0512 0.050
C -0.5953 2.2584 -4.2603 0.0167 -0.0043 -0.0620 0.006
C 0.5494 2.3319 -5.0435 -0.0093 0.0012 0.0069 0.004
C 1.7942 2.3328 -4.4358 0.0002 0.0002 0.0301 0.001
C 1.8981 2.2831 -3.0510 -0.0134 -0.0677 -0.0257 -0.001
C 0.2281 3.7120 0.1590 0.0132 -0.0206 0.0431 -0.007
C -0.6172 4.5508 -0.5589 0.0271 -0.0212 -0.0203 0.008
C -1.0299 5.7642 -0.0221 0.0034 0.0120 0.0129 -0.001
C -0.6054 6.1527 1.2398 -0.0051 -0.0029 -0.0018 0.000
C 0.2292 5.3154 1.9692 -0.0151 0.0122 0.0106 0.001
C 0.6342 4.1025 1.4363 -0.0076 -0.0084 -0.0268 -0.001
H 5.0695 0.6484 1.6491 -0.0215 -0.0149 -0.0012 0.000
H 6.3175 2.6311 0.8510 -0.0018 -0.0007 0.0021 0.000
H 5.1384 4.3902 -0.4445 -0.0085 0.0034 -0.0039 0.000
H 2.7460 4.1212 -0.9675 0.0156 0.0037 -0.0078 0.000
H -1.3869 2.0966 -2.2742 -0.0021 -0.0154 -0.0047 0.051
H -1.5718 2.2333 -4.7274 -0.0075 -0.0005 0.0147 0.001
H 0.4706 2.3695 -6.1228 -0.0065 -0.0014 0.0009 0.000
H 2.6940 2.3624 -5.0377 -0.0002 -0.0005 0.0003 0.000
H 2.8779 2.2586 -2.5958 0.0151 0.0046 -0.0284 0.000
H -0.9546 4.2632 -1.5453 -0.0088 0.0248 0.0169 0.000
H -1.6848 6.4084 -0.5958 -0.0002 -0.0095 -0.0087 0.000
H -0.9246 7.1004 1.6554 -0.0009 0.0005 -0.0038 0.000
H 0.5589 5.6066 2.9591 0.0100 -0.0165 -0.0006 0.000
H 1.2716 3.4472 2.0183 -0.0054 0.0121 0.0198 0.000
N 0.7240 -1.0484 -1.3542 -0.2370 0.0323 0.1968 0.000
C 1.3224 -2.0496 -1.2149 0.2648 0.3524 0.0380 0.025
N 2.0032 -3.1267 -1.1757 -0.0791 -0.2494 -0.0703 0.002
C 2.7921 -3.4344 -0.1626 0.0038 0.0602 -0.0530 -0.003
N 3.5195 -3.7866 0.6683 0.0049 0.0030 0.0154 0.002
```
Positions in Å, forces in eV/Å.

<S²>: 2.01
total charge: -1
highest occupied orbital energy (spin up / spin down): -3.35 / -4.85 eV
spin multiplicity: 3
orbital gap (spin up / spin down): 5.79 / 7.29 eV
total energy: -96130.576 eV

Which value of spin multiplicity does entry 4 give?
1

Which value of spin multiplicity does entry 3 give?
1